# 1
# C35H48IrN7OPSi2

A molecular structure, C35H48IrN7OPSi2 at a distorted geometry (wB97M-V/def2-TZVPD, the OMol25 dataset).

The geometry in XYZ format:
```
95
C35H48IrN7OPSi2, DFT wB97M-V/def2-TZVPD
Ir 0.09988 -0.20495 0.09513
N 0.26501 0.72305 4.42772
C 0.66036 0.82231 3.15432
O 0.49931 -0.10834 2.36821
C 1.31788 2.13728 2.77640
C 1.88302 2.11352 1.36888
H -0.17465 -0.12504 4.74995
H 0.42323 1.45919 5.09377
H 2.13338 2.32432 3.47764
H 0.58592 2.94015 2.89646
H 2.51612 1.23480 1.25904
H 2.47341 3.00895 1.17728
C -5.59398 1.77322 0.25200
Si -3.74974 1.68389 0.58205
C -3.37573 1.67557 2.42628
C -2.97505 3.20946 -0.19786
C -3.04980 0.12826 -0.19904
C -2.39698 0.25484 -1.50168
C -3.13683 0.20596 -2.69988
C -2.52603 0.41051 -3.91433
C -1.15509 0.68146 -3.95329
C -0.46825 0.68444 -2.76687
N -1.05768 0.46319 -1.57162
Si -3.70341 -1.52614 0.41032
C -3.04886 -1.76685 2.15516
C -3.19969 -2.84368 -0.82757
C -5.57960 -1.51835 0.51972
H -5.98340 2.75119 0.54890
H -6.14276 1.01422 0.80751
H -5.81227 1.63839 -0.80960
H -3.41355 2.68621 2.84546
H -2.38627 1.25447 2.61388
H -4.10756 1.07110 2.96574
H -3.57431 4.10044 0.00015
H -2.87134 3.10622 -1.28351
H -1.99125 3.37096 0.23493
H -4.19987 0.01574 -2.63207
H -3.09813 0.36698 -4.83229
H -0.63660 0.85398 -4.88623
H 0.59982 0.87058 -2.74165
H -1.98744 -1.53561 2.22952
H -3.20526 -2.79119 2.49379
H -3.59034 -1.11205 2.84352
H -2.12543 -2.85603 -1.00891
H -3.68832 -2.67062 -1.79005
H -3.50285 -3.83340 -0.48180
H -5.92965 -0.91124 1.35679
H -5.94026 -2.53740 0.68155
H -6.04582 -1.14288 -0.39338
N 2.53053 -0.48895 -0.78464
C 3.13499 -1.64632 -0.20341
C 4.50962 -1.73222 -0.02234
C 5.07051 -2.88948 0.49187
C 4.26282 -3.97040 0.81385
C 2.88995 -3.87452 0.65688
C 2.30988 -2.70446 0.17112
P 0.48836 -2.53843 0.00740
C 0.22123 -3.44128 -1.55206
C 0.05120 -2.70172 -2.71901
C -0.10008 -3.33938 -3.94056
C -0.09609 -4.72532 -3.99956
C 0.08738 -5.47009 -2.84239
C 0.25431 -4.83313 -1.62225
C -0.09982 -3.59644 1.35545
C 0.46812 -3.40253 2.61665
C 0.04301 -4.15853 3.69596
C -0.95734 -5.10834 3.52928
C -1.54148 -5.28719 2.28525
C -1.12251 -4.52726 1.20191
H 3.17722 0.29191 -0.78469
H 2.27963 -0.67126 -1.75054
H 5.14380 -0.89832 -0.30302
H 6.14298 -2.95399 0.61922
H 4.69657 -4.88016 1.20618
H 2.26050 -4.71176 0.93011
H 0.02374 -1.62032 -2.66255
H -0.22698 -2.76002 -4.84616
H -0.22758 -5.22706 -4.94939
H 0.10695 -6.55069 -2.89302
H 0.42423 -5.42145 -0.73014
H 1.24595 -2.65945 2.74510
H 0.50125 -4.02381 4.66740
H -1.27685 -5.70945 4.37057
H -2.32387 -6.02281 2.14981
H -1.58895 -4.67160 0.23852
N -0.03757 5.74059 -0.68589
C 0.08290 4.83156 -1.65392
N -0.22696 5.14173 -2.90219
N 0.56938 3.59871 -1.42963
C 0.59388 2.79630 -0.49801
N 0.80675 1.98393 0.36308
H -0.19570 6.70532 -0.94614
H 0.51348 5.61407 0.15016
H -0.69536 6.01872 -3.08177
H -0.42208 4.38528 -3.54516
```

Charge: +2
ΔE to the lowest compared entry with this formula, charge and spin in kJ/mol: 409.4
Kohn-Sham gap (alpha / beta) in eV: 4.79 / 4.90
Expectation value of S²: 0.997
2S+1: 2

# 2
# C5H5NS

A single C5H5NS molecule at a distorted geometry (wB97M-V/def2-TZVPD, the OMol25 dataset).

The geometry in XYZ format:
```
12
C5H5NS, DFT wB97M-V/def2-TZVPD
C -0.39864 0.98982 0.04575
C 0.77206 1.68676 -0.18127
C -0.51960 -0.32810 0.11177
C 2.02130 0.75425 -0.58694
C 0.62515 -1.17521 -0.25513
N 1.91181 -0.58109 -0.72386
S 3.46004 0.05509 0.05923
H -1.31813 1.48891 0.03949
H 0.92160 2.81604 -0.14992
H -1.41277 -0.95555 0.33410
H 0.80774 -1.94091 0.62532
H 0.46045 -1.88963 -1.01017
```

ΔE to the lowest compared entry with this formula, charge and spin in kJ/mol: 478.0
Kohn-Sham gap (alpha / beta) in eV: 6.65 / 7.42

# 3
# C3H13MoN2O2

A molecular structure, C3H13MoN2O2 at a distorted geometry (wB97M-V/def2-TZVPD, the OMol25 dataset).

The geometry in XYZ format:
```
21
C3H13MoN2O2, DFT wB97M-V/def2-TZVPD
C 0.69703 0.54482 -2.31580
Mo -0.56734 -0.76022 -1.23246
N -1.14529 -2.58338 -0.04873
H 0.70053 -1.64021 -0.71605
H -0.38287 -2.80242 0.60982
H -2.08363 -1.39196 -1.46145
H 0.95655 -0.10272 -3.17638
H 1.54393 1.14308 -1.96247
H -0.13360 1.21757 -2.63732
H -1.96383 -2.33792 0.50633
H -1.37784 -3.40396 -0.59925
N 1.06238 0.80863 2.07771
C 0.29240 0.77410 0.77286
C -0.43762 2.13309 0.78965
O -0.31734 2.84862 1.82039
O -1.10372 2.36692 -0.24687
H 0.70986 1.67846 2.58592
H 2.07109 0.90642 1.88441
H 0.91320 -0.06182 2.57908
H 1.04248 0.72478 -0.02811
H -0.47638 -0.06188 0.79872
```

Charge: +1
ΔE to the lowest compared entry with this formula, charge and spin in kJ/mol: 11.4
Kohn-Sham gap (alpha / beta) in eV: 7.13 / 7.67
Expectation value of S²: 2.038
2S+1: 3

# 4
# C12H20Si

A single C12H20Si molecule at a distorted geometry (wB97M-V/def2-TZVPD, the OMol25 dataset).

The geometry in XYZ format:
```
33
C12H20Si, DFT wB97M-V/def2-TZVPD
C 2.69608 0.55630 -3.00254
C 1.86780 -0.54762 -3.05172
C 2.68168 1.37806 -1.87989
C 1.18028 -0.90073 -1.89857
C 1.91680 1.01366 -0.75225
C 1.16798 -0.15075 -0.72721
C -2.72813 -0.88959 0.30681
C -1.93127 0.77548 1.98493
C -1.71162 1.20428 -0.50181
C 0.04547 -2.20457 1.15963
C 1.12381 0.45473 2.08600
C -1.69751 0.19663 0.57517
Si 0.11731 -0.35321 0.74730
H 3.31772 0.82251 -3.82728
H 1.85696 -1.24104 -3.91681
H 3.32877 2.24183 -1.77703
H 0.60954 -1.85421 -1.79572
H 1.92918 1.73848 0.03108
H -2.80993 -1.57153 1.12414
H -3.67272 -0.42923 0.08343
H -2.37095 -1.46428 -0.54185
H -1.80927 -0.01255 2.72632
H -1.14961 1.51313 2.10370
H -2.84505 1.35169 2.07535
H -2.59174 1.74836 -0.48739
H -0.99974 2.04419 -0.36292
H -1.49092 0.72976 -1.47955
H -0.46151 -2.83000 0.39883
H -0.38149 -2.42139 2.11544
H 1.06686 -2.56239 1.14978
H 0.60060 -0.06776 2.95551
H 0.96883 1.53300 2.26518
H 2.17578 0.19875 2.11394
```

ΔE to the lowest compared entry with this formula, charge and spin in kJ/mol: 28.9
Kohn-Sham gap in eV: 9.80

# 5
# C25H48O9

8 unconnected molecules or ions with the total composition C25H48O9 at a distorted geometry (wB97M-V/def2-TZVPD, the OMol25 dataset).

The geometry in XYZ format:
```
82
C25H48O9, DFT wB97M-V/def2-TZVPD
C 4.01427 -4.44687 -3.43167
C 2.96478 -4.74201 -2.37638
O 2.36898 -5.81462 -2.22595
C 2.54651 -3.55483 -1.47840
H 3.97495 -5.14323 -4.26930
H 4.98686 -4.57001 -2.95523
H 3.90337 -3.40320 -3.72587
H 1.78940 -3.85823 -0.75534
H 2.07240 -2.78438 -2.08646
H 3.46789 -3.18232 -1.03075
C -4.77287 5.14911 -0.41088
C -3.70470 4.04734 -0.33320
O -3.90960 2.99178 0.23548
C -2.36235 4.32110 -0.89294
H -5.43959 4.91122 -1.23973
H -4.39724 6.16715 -0.51372
H -5.41487 5.03592 0.46270
H -2.57193 4.38110 -1.96093
H -1.64408 3.52538 -0.69538
H -1.95254 5.19743 -0.39076
C 1.73465 4.57552 -0.26202
C 1.77268 3.07558 -0.60000
O 1.37039 2.22215 0.22030
C 2.51138 2.65756 -1.79005
H 0.81838 4.77643 0.29313
H 1.69912 5.06827 -1.23364
H 2.63126 4.87148 0.28259
H 2.28288 1.63765 -2.09933
H 3.57963 2.68410 -1.57499
H 2.23476 3.31224 -2.61647
C 5.72046 -0.65905 -0.12146
C 5.45655 0.07589 1.19688
O 6.27107 0.01872 2.13688
C 4.14564 0.83631 1.43719
H 5.65995 -1.73844 0.01762
H 6.63421 -0.43279 -0.67097
H 4.95318 -0.32254 -0.81869
H 3.19429 0.34772 1.22664
H 4.25197 1.74162 0.83951
H 4.13805 1.06479 2.50294
C 1.56162 -3.38901 3.06167
C 2.30075 -2.13808 3.37038
O 1.94622 -1.05221 3.00496
C 3.62167 -2.35094 4.14085
H 1.27312 -3.37875 2.01059
H 0.72658 -3.35944 3.76162
H 2.15894 -4.27639 3.27111
H 3.71951 -3.27071 4.71753
H 3.77630 -1.50364 4.80887
H 4.39193 -2.28412 3.37251
C -1.78758 3.00505 2.71831
C -2.11638 1.76907 3.45713
O -2.93374 1.72731 4.36903
C -1.19903 0.54836 3.23857
H -1.83070 2.82182 1.64469
H -0.82406 3.44305 2.97887
H -2.52534 3.77180 2.95476
H -0.60537 0.68833 2.33520
H -1.74870 -0.37930 3.07921
H -0.54349 0.29494 4.07172
C 0.29095 -0.99282 -0.37893
C -1.02219 -0.56067 -1.12549
O -1.81494 -1.41717 -1.54865
C -1.35027 0.89993 -1.33683
H 1.13174 -0.42073 -0.77120
H 0.49800 -2.06188 -0.42748
H 0.23863 -0.73225 0.67817
H -2.38147 1.04945 -1.65677
H -0.79255 1.35448 -2.15564
H -1.17946 1.43872 -0.40483
O -8.16496 -1.34508 -2.62936
C -7.03690 -1.81805 -2.51463
O -5.96204 -1.10401 -2.92582
C -4.82578 -1.81551 -2.57561
C -5.13921 -2.94942 -1.62330
C -6.64595 -3.13161 -1.79542
H -4.09861 -1.07680 -2.23851
H -4.44963 -2.25318 -3.50030
H -4.97180 -2.72153 -0.57062
H -4.60373 -3.86018 -1.89137
H -7.14644 -3.23673 -0.83285
H -6.91578 -3.97315 -2.43346
```

Kohn-Sham gap in eV: 9.35

# 6
# C12H35O9P3SSi

3 unconnected molecules or ions with the total composition C12H35O9P3SSi at a distorted geometry (wB97M-V/def2-TZVPD, the OMol25 dataset).

The geometry in XYZ format:
```
61
C12H35O9P3SSi, DFT wB97M-V/def2-TZVPD
O -3.96267 0.84015 4.61888
Si -2.72321 -0.10653 5.32676
P -1.48799 0.97455 6.82084
S -2.46292 1.52906 8.41713
H -3.88923 0.82782 3.65151
H -3.37875 -1.19789 6.07930
H -1.76296 -0.63230 4.32646
H -0.78220 2.09750 6.29277
H -0.48236 0.02686 7.24399
O 1.42281 -0.39177 2.70280
P 2.29465 0.67097 2.03251
O 1.08212 1.26246 1.07341
C 0.13219 2.14875 1.64596
C 0.70655 3.54670 1.79430
O 2.93778 -0.36575 0.90414
C 3.15144 -1.74071 1.22375
C 2.00370 -2.59736 0.71714
O 3.25963 1.88189 1.32431
C 4.64722 1.94759 1.70202
C 5.51447 1.01266 0.87500
H -0.21197 1.76357 2.61171
H -0.72927 2.17921 0.97452
H 1.50481 3.56180 2.54125
H -0.06672 4.25091 2.10875
H 1.13929 3.88904 0.85280
H 3.30647 -1.87215 2.29528
H 4.07705 -2.05342 0.73086
H 1.03265 -2.19765 1.00955
H 2.09167 -3.61813 1.09529
H 2.01440 -2.63050 -0.37554
H 4.75791 1.74362 2.77063
H 4.96649 2.97678 1.52741
H 5.48013 -0.00413 1.26764
H 6.55849 1.33109 0.90770
H 5.18428 0.97811 -0.16461
O 0.02143 -1.61824 -3.89559
P -1.19937 -0.73597 -3.64118
O -0.86483 -0.26430 -2.09371
C 0.12688 0.73688 -1.87726
C -0.41383 2.12267 -2.18629
O -2.25907 -1.96960 -3.29069
C -2.06313 -3.26748 -3.84929
C -1.35494 -4.17968 -2.86264
O -2.53629 0.32099 -3.65083
C -3.35287 0.36656 -4.83454
C -4.42352 -0.71248 -4.83842
H 1.01884 0.52308 -2.47524
H 0.41232 0.68481 -0.82626
H -0.61122 2.23464 -3.25627
H 0.30375 2.89168 -1.89064
H -1.35755 2.29542 -1.66488
H -1.52413 -3.20701 -4.79549
H -3.05087 -3.68152 -4.07509
H -0.46307 -3.71530 -2.44204
H -1.06896 -5.11713 -3.34454
H -2.01649 -4.40945 -2.02318
H -2.72632 0.30127 -5.72852
H -3.83502 1.34611 -4.83986
H -4.01911 -1.66495 -5.18266
H -5.23304 -0.44532 -5.52112
H -4.83554 -0.86848 -3.83999
```

Kohn-Sham gap in eV: 6.31

# 7
# C23H43Br2F3N3O12

5 unconnected molecules or ions with the total composition C23H43Br2F3N3O12 at a distorted geometry (wB97M-V/def2-TZVPD, the OMol25 dataset).

The geometry in XYZ format:
```
86
C23H43Br2F3N3O12, DFT wB97M-V/def2-TZVPD
N 4.68354 2.66854 0.13706
C 4.43915 1.51673 -0.44933
N 4.55434 1.25607 -1.73627
C 4.11625 -0.17786 -1.90904
C 3.43178 -0.50013 -0.61996
C 1.91381 -0.69201 -0.52149
C 1.06221 0.57575 -0.23312
C 0.19678 0.97625 -1.38593
F -0.50120 -0.05539 -1.81008
Br 1.29090 1.52723 -2.92603
C -0.79800 2.15207 -1.09888
F -1.87977 1.93783 -1.78977
F -0.32485 3.30771 -1.47560
Br -1.33067 2.30455 0.75410
N 4.07070 0.46277 0.29922
H 4.84325 2.66623 1.13042
H 4.74076 3.55006 -0.34790
H 5.52969 1.31399 -2.01302
H 3.59116 -0.34536 -2.83397
H 5.04455 -0.72614 -2.02300
H 3.84393 -1.46802 -0.35449
H 1.76083 -1.37942 0.29373
H 1.57262 -1.19921 -1.41115
H 0.46593 0.33243 0.63013
H 1.69733 1.39793 0.05715
H 3.56838 0.67251 1.15136
C -6.31790 1.46912 5.55905
C -6.59248 0.43717 4.48713
O -6.91728 1.06013 3.23414
C -5.88689 1.51959 2.53005
O -4.72103 1.43822 2.83272
O -6.36360 2.09138 1.42180
C -5.36132 2.68876 0.60064
H -7.15081 2.16953 5.63544
H -6.17168 0.99068 6.52705
H -5.42570 2.05009 5.32673
H -7.46286 -0.15811 4.75594
H -5.75396 -0.24746 4.36366
H -4.56710 1.97962 0.37686
H -4.95250 3.57106 1.09239
H -5.83864 2.99001 -0.32749
C -8.74176 5.21714 4.35815
C -9.77309 4.21703 4.83691
O -10.18676 4.49798 6.18050
C -11.07524 5.48578 6.31253
O -11.56067 6.12773 5.41682
O -11.33285 5.63779 7.61266
C -12.22803 6.71090 7.91544
H -7.90649 5.26767 5.05880
H -8.36396 4.93361 3.37528
H -9.16975 6.21651 4.28800
H -9.33625 3.21961 4.85614
H -10.63528 4.18282 4.17189
H -13.14625 6.62966 7.33849
H -11.74542 7.66785 7.72274
H -12.46244 6.63570 8.97330
C 10.19214 -2.76080 -4.59195
C 9.73838 -1.56811 -5.40645
O 8.55416 -1.86829 -6.16455
C 7.41090 -1.84246 -5.49452
O 7.27336 -1.57183 -4.32324
O 6.42912 -2.17584 -6.33508
C 5.14925 -2.27097 -5.71764
H 10.31168 -3.63558 -5.23212
H 11.14247 -2.54883 -4.10332
H 9.46013 -3.01352 -3.82460
H 10.49816 -1.30579 -6.13929
H 9.57159 -0.69297 -4.77929
H 4.92061 -1.36385 -5.15999
H 5.11366 -3.13844 -5.05878
H 4.41031 -2.39635 -6.50365
C 3.16710 -7.72948 -0.91452
C 2.73430 -6.48801 -1.66407
O 3.85114 -5.62835 -1.95108
C 4.60395 -6.00069 -2.99014
O 4.41388 -6.95097 -3.70075
O 5.60925 -5.12542 -3.10705
C 6.53968 -5.43567 -4.14992
H 3.72982 -7.45850 -0.02019
H 2.29904 -8.31876 -0.62075
H 3.81302 -8.35310 -1.53111
H 2.05735 -5.89734 -1.04865
H 2.20737 -6.73888 -2.58402
H 6.03058 -5.58181 -5.10055
H 7.11498 -6.32219 -3.88962
H 7.21720 -4.58993 -4.24098
```

Charge: +1
Kohn-Sham gap in eV: 8.83

# 8
# H4O2

2 unconnected molecules or ions with the total composition H4O2 (wB97M-V/def2-TZVPD, the OMol25 dataset).

The geometry in XYZ format:
```
6
H4O2, DFT wB97M-V/def2-TZVPD
H -7.07873 -6.53902 -3.19285
H -5.92698 -5.76418 -2.55141
O -6.88568 -5.74745 -2.68037
H 6.14033 6.40119 3.27787
H 6.81036 5.72840 2.10609
O 6.94070 5.92104 3.04068
```

ΔE to the lowest compared entry with this formula, charge and spin in kJ/mol: 20.5
Kohn-Sham gap in eV: 12.71